An isolated molecule of C3H4ClNS. Source: the OMol25 dataset; level of theory: the ωB97M-V functional and the def2-TZVPD basis.

Last column: natural (NBO) charge in e.
Cartesian coordinates (Å):
Cl1 -2.894577 -0.366345 0.411601  -0.04
C1 -1.296089 -0.067810 -0.421898  -0.21
N1 -0.389452 -1.227829 -0.090103  -0.37
C2 0.719956 -0.877885 0.274688  0.12
C3 1.101974 0.573988 0.227557  -0.62
S1 -0.461616 1.481905 0.108230  0.19
H1 -1.446941 0.162014 -1.517021  0.23
H2 1.353409 -1.637142 0.550193  0.20
H3 1.550859 1.045464 1.135139  0.25
H4 1.762475 0.913643 -0.678388  0.25

Atoms 1-6, force components in eV/Å:
Cl 0.97 0.33 -0.67
C 0.29 -0.05 -0.34
N -4.58 0.33 -1.66
C 1.56 2.60 0.01
C 1.33 2.39 -0.37
S -0.45 -0.53 0.17

Computed properties:
E: -28022.4797 eV
ΔE to the lowest compared entry with this formula, charge and spin: 60.1 kJ/mol
gap between HOMO and LUMO: 0.36070 Eh
SMILES string: Cl[C@@H]1N=CCS1